# C32H54BFNO28P

A molecular structure, C32H54BFNO28P (ωB97M-V/def2-TZVPD, the OMol25 dataset).

The geometry in ORCA input format:
```
! RIJCOSX wB97M-V def2-TZVPD def2/J DEFGRID3
* xyz 0 1
C -3.80 -0.20 0.84
O -3.23 0.53 -0.24
B -2.14 1.26 0.01
O -2.22 2.54 0.39
O -0.87 0.75 -0.27
P -0.02 0.58 0.98
O -0.82 0.39 2.14
O 0.94 1.88 1.03
F 0.51 2.65 2.09
O 0.93 -0.50 0.52
C 0.97 -1.75 1.27
C 2.11 -1.85 2.24
O 3.30 -1.37 1.65
C 1.93 -1.19 3.55
N 2.28 0.21 3.47
H -4.83 -0.33 0.63
H -3.35 -1.16 0.93
H -3.70 0.31 1.77
H -2.92 2.58 1.06
H 0.03 -1.97 1.70
H 1.15 -2.49 0.54
H 2.21 -2.89 2.41
H 3.42 -1.80 0.80
H 0.92 -1.30 3.84
H 2.52 -1.71 4.28
H 2.65 0.56 4.33
H 2.90 0.40 2.71
C -2.55 -7.05 1.71
C -1.59 -6.04 2.28
C -1.51 -4.72 1.56
O -0.18 -4.28 1.92
C 0.57 -5.40 2.13
O 1.75 -5.40 2.24
O -0.21 -6.49 2.17
H -2.38 -8.02 2.15
H -3.58 -6.75 1.90
H -2.41 -7.15 0.63
H -1.79 -5.89 3.35
H -2.26 -4.00 1.89
H -1.54 -4.82 0.48
C -1.55 -3.31 -4.97
C -1.95 -3.93 -3.66
C -1.04 -3.64 -2.49
O -1.29 -4.78 -1.64
C -1.63 -5.82 -2.45
O -1.71 -6.94 -2.09
O -1.85 -5.38 -3.70
H -2.13 -3.74 -5.79
H -1.74 -2.23 -4.95
H -0.50 -3.48 -5.19
H -2.98 -3.68 -3.42
H -1.27 -2.71 -1.97
H 0.02 -3.64 -2.76
C -0.88 5.29 0.22
C -0.39 6.45 -0.60
C 0.37 6.09 -1.85
O 1.17 7.28 -2.06
C 1.39 7.83 -0.84
O 2.16 8.71 -0.62
O 0.61 7.24 0.09
H -1.24 5.64 1.19
H -1.70 4.79 -0.29
H -0.09 4.57 0.41
H -1.22 7.12 -0.85
H -0.26 5.90 -2.72
H 1.05 5.25 -1.69
C 0.83 -12.86 2.32
C -0.38 -11.98 2.52
C -0.14 -10.49 2.36
O -1.21 -9.95 3.16
C -1.48 -10.85 4.14
O -2.17 -10.64 5.08
O -0.86 -12.02 3.88
H 0.61 -13.87 2.65
H 1.10 -12.89 1.26
H 1.68 -12.49 2.89
H -1.20 -12.30 1.87
H -0.21 -10.14 1.34
H 0.81 -10.17 2.79
C 4.72 3.60 0.90
C 5.32 3.22 -0.42
C 5.31 4.30 -1.49
O 5.34 3.51 -2.69
C 4.76 2.33 -2.42
O 4.46 1.52 -3.24
O 4.56 2.19 -1.09
H 4.58 2.71 1.52
H 5.37 4.29 1.43
H 3.74 4.06 0.78
H 6.34 2.84 -0.28
H 6.15 4.98 -1.44
H 4.38 4.86 -1.49
C -1.04 10.80 0.56
C -2.37 10.37 1.12
C -2.30 9.42 2.29
O -3.57 8.74 2.19
C -3.92 8.74 0.87
O -4.81 8.10 0.41
O -3.11 9.56 0.17
H -1.17 11.30 -0.40
H -0.54 11.49 1.24
H -0.39 9.95 0.39
H -2.98 11.24 1.36
H -2.20 9.91 3.25
H -1.51 8.67 2.17
C 1.75 3.01 -4.77
C 0.52 2.63 -4.00
C 0.00 1.25 -4.26
O -1.39 1.37 -3.90
C -1.76 2.66 -4.12
O -2.87 3.06 -4.11
O -0.65 3.42 -4.36
H 1.96 4.07 -4.69
H 2.60 2.45 -4.39
H 1.64 2.78 -5.83
H 0.68 2.77 -2.93
H 0.48 0.49 -3.66
H 0.05 0.98 -5.32
*
```

As for the HOMO energy: -0.329 hartree. The calculation puts the LUMO energy at 0.2 eV. As for the gap between HOMO and LUMO: 9.2 eV.

Results of the Löwdin charge analysis, in e, for atoms 1 through 4: number 1, C, carries -0.03; number 2, O, carries 0.11; number 3, B, carries -0.92; number 4, O, carries 0.24


# C28H36BHgN4O5

A molecular structure, C28H36BHgN4O5 (ωB97M-V/def2-TZVPD, the OMol25 dataset).

The geometry in ORCA input format:
```
! RIJCOSX wB97M-V def2-TZVPD def2/J DEFGRID3
* xyz -2 2
Hg 0.68 -1.06 1.27
C -3.83 -2.67 -0.32
C -2.86 -1.55 -0.44
O -1.61 -1.89 -0.99
C -3.14 -0.24 -0.12
C -2.36 0.94 -0.03
C -3.13 2.23 0.18
N -1.03 0.97 -0.10
N -0.52 2.23 -0.09
C 0.77 2.33 0.18
O 1.62 1.42 0.50
C 1.27 3.74 0.13
C 0.50 4.81 -0.36
C 1.01 6.09 -0.40
C 2.31 6.37 0.05
C 3.07 5.32 0.55
C 2.56 4.03 0.59
H -3.72 -3.28 0.59
H -3.74 -3.36 -1.17
H -4.85 -2.27 -0.32
H -4.19 -0.10 0.14
H -4.20 2.04 0.23
H -2.93 2.95 -0.62
H -2.81 2.73 1.11
H -0.50 4.59 -0.71
H 0.40 6.90 -0.79
H 2.71 7.37 0.01
H 4.08 5.51 0.91
H 3.14 3.20 0.99
C 3.64 -7.37 -2.12
C 3.61 -6.86 -0.68
C 4.74 -5.84 -0.47
C 3.87 -8.05 0.25
C 2.27 -6.18 -0.40
C 1.41 -6.60 0.61
C 0.21 -5.93 0.89
C -0.10 -4.83 0.13
O -1.17 -3.99 0.22
B -0.92 -2.99 -0.75
O 0.22 -3.33 -1.51
C 0.74 -4.42 -0.90
C 1.92 -5.06 -1.17
H 4.62 -7.81 -2.35
H 3.46 -6.56 -2.83
H 2.88 -8.14 -2.28
H 5.72 -6.32 -0.64
H 4.72 -5.44 0.54
H 4.65 -5.00 -1.16
H 4.83 -8.51 -0.01
H 3.09 -8.81 0.15
H 3.91 -7.73 1.30
H 1.66 -7.45 1.22
H -0.44 -6.25 1.70
H 2.57 -4.67 -1.95
C 1.25 -0.26 -2.73
N 2.63 0.14 -2.53
C 2.85 1.58 -2.63
C 4.07 2.00 -1.84
C 5.18 1.00 -2.12
N 4.77 -0.32 -1.70
C 5.56 -0.99 -0.69
C 3.43 -0.71 -1.83
O 3.06 -1.79 -1.38
H 0.87 0.26 -3.62
H 0.62 0.00 -1.88
H 1.20 -1.33 -2.89
H 1.97 2.08 -2.24
H 2.96 1.85 -3.69
H 3.81 1.97 -0.78
H 4.36 3.02 -2.11
H 6.10 1.26 -1.58
H 5.43 1.00 -3.19
H 5.71 -0.35 0.19
H 6.54 -1.26 -1.09
H 5.03 -1.89 -0.39
*
```

The relative energy (zero: lowest compared OMol25 entry of this formula, charge and spin) comes out at 0.050 eV. As for the HOMO energy (spin up / spin down): 0.076 / -0.008 hartree. The calculation puts the LUMO energy (spin up / spin down) at 4.0 / 4.0 eV. As for the gap between HOMO and LUMO (spin up / spin down): 2.0 / 4.2 eV.

Results of the Löwdin charge analysis, in e, for atoms 1 through 4: number 1, Hg, carries 0.60; number 2, C, carries -0.09; number 3, C, carries -0.33; number 4, O, carries 0.13


# C20H12BCo2F3O7

A molecular structure, C20H12BCo2F3O7 (ωB97M-V/def2-TZVPD, the OMol25 dataset).

The geometry in ORCA input format:
```
! RIJCOSX wB97M-V def2-TZVPD def2/J DEFGRID3
* xyz 0 1
C -5.48 1.84 -0.58
C -4.24 1.09 -0.46
C -4.05 -0.21 -0.90
C -2.66 -0.40 -0.97
C -2.02 0.76 -0.45
B -0.76 1.97 -1.15
F 0.17 1.18 -1.79
F -1.60 2.67 -1.98
F -0.30 2.69 -0.09
O -3.06 1.63 -0.06
H -6.29 1.09 -0.55
H -5.62 2.58 0.21
H -5.56 2.32 -1.56
H -4.84 -0.91 -1.20
H -2.18 -1.34 -1.22
O 4.04 -0.04 0.86
C 3.20 -0.79 0.56
Co 2.00 -1.97 -0.03
C 3.33 -2.68 -1.06
O 4.30 -3.29 -1.24
C 2.02 -3.12 1.36
O 2.13 -3.87 2.22
C 0.58 -1.73 -1.15
C 0.41 -1.02 -0.02
C -0.42 -0.31 0.81
C 0.26 0.41 1.91
C -0.10 0.23 3.26
C 0.69 0.77 4.28
C 1.79 1.57 3.94
C 2.13 1.79 2.60
C 1.38 1.19 1.60
Co 2.01 -1.49 -2.51
C 0.80 -1.21 -3.76
O -0.01 -1.01 -4.56
C 3.15 -2.03 -3.74
O 3.92 -2.34 -4.54
C 2.71 0.12 -2.10
O 3.21 1.15 -1.97
H -0.18 -2.43 -1.49
H -1.38 -0.75 1.08
H -0.95 -0.42 3.49
H 0.45 0.58 5.33
H 2.38 2.06 4.72
H 3.00 2.39 2.34
H 1.65 1.31 0.56
*
```

The relative energy (zero: lowest compared OMol25 entry of this formula, charge and spin) comes out at 0.000 eV. As for the HOMO energy: -0.294 hartree. The calculation puts the LUMO energy at -2.5 eV. As for the gap between HOMO and LUMO: 5.5 eV.

Results of the Löwdin charge analysis, in e, for atoms 1 through 4: number 1, C, carries 0.00; number 2, C, carries -0.28; number 3, C, carries 0.00; number 4, C, carries 0.00


# C2H5N3S2

C2H5N3S2 in the gas phase (ωB97M-V/def2-TZVPD, the OMol25 dataset).

The geometry in ORCA input format:
```
! RIJCOSX wB97M-V def2-TZVPD def2/J DEFGRID3
* xyz 0 1
C 1.00 1.02 -0.47
C 0.38 -0.19 0.08
H 0.27 3.82 -1.26
H 1.70 3.25 -0.91
H 2.08 0.99 -0.53
H -1.32 0.62 -0.43
H -1.78 -1.32 1.84
N 0.84 2.99 -1.49
N 0.26 1.95 -0.94
N -0.96 -0.23 -0.03
S 1.33 -1.35 0.78
S -1.97 -1.48 0.52
*
```

The relative energy (zero: lowest compared OMol25 entry of this formula, charge and spin) comes out at 2.557 eV. As for the HOMO energy: -0.312 hartree. The calculation puts the LUMO energy at -0.3 eV. As for the gap between HOMO and LUMO: 8.2 eV. Its SMILES is N/N=C/C(=S)NS.

Results of the Löwdin charge analysis, in e, for atoms 1 through 4: number 1, C, carries -0.20; number 2, C, carries -0.92; number 3, H, carries 0.10; number 4, H, carries 0.12


# C18H15BCuF4O3S2Sb

A molecular structure, C18H15BCuF4O3S2Sb (ωB97M-V/def2-TZVPD, the OMol25 dataset).

The geometry in ORCA input format:
```
! RIJCOSX wB97M-V def2-TZVPD def2/J DEFGRID3
* xyz -2 1
Cu 7.56 6.53 8.37
C 18.86 7.94 6.75
C 17.94 8.68 7.43
C 16.63 8.24 7.63
C 16.26 6.99 7.08
C 17.16 6.24 6.31
C 18.47 6.72 6.16
Sb 14.17 6.21 7.70
C 13.39 8.11 7.12
C 12.73 9.03 7.93
C 12.22 10.20 7.32
C 12.25 10.40 5.94
C 12.92 9.51 5.15
C 13.50 8.41 5.79
C 14.88 6.36 9.74
C 16.21 6.22 10.06
C 16.66 6.27 11.41
C 15.71 6.37 12.48
C 14.38 6.43 12.12
C 13.99 6.42 10.82
H 19.87 8.31 6.60
H 18.12 9.65 7.77
H 15.92 8.73 8.21
H 16.87 5.35 5.76
H 19.16 6.19 5.50
H 12.68 8.85 9.00
H 11.82 11.03 7.90
H 11.77 11.29 5.60
H 12.98 9.51 4.13
H 14.36 7.93 5.28
H 16.95 6.18 9.21
H 17.71 6.34 11.60
H 16.11 6.46 13.42
H 13.67 6.48 12.93
H 12.93 6.41 10.66
O 10.61 6.87 10.64
S 10.43 6.51 9.21
O 9.76 7.62 8.49
O 11.75 6.04 8.58
S 9.14 5.00 9.14
F 5.94 6.64 7.02
B 4.51 7.03 7.31
F 4.72 7.95 8.34
F 3.83 7.57 6.20
F 3.71 5.95 7.65
*
```

As for the HOMO energy: -0.083 hartree. The calculation puts the LUMO energy at 4.2 eV. As for the gap between HOMO and LUMO: 6.5 eV.

Results of the Löwdin charge analysis, in e, for atoms 1 through 4: number 1, Cu, carries 0.26; number 2, C, carries -0.12; number 3, C, carries -0.11; number 4, C, carries -0.12


# C20H10Co2N4O6

A molecular structure, C20H10Co2N4O6 (ωB97M-V/def2-TZVPD, the OMol25 dataset).

The geometry in ORCA input format:
```
! RIJCOSX wB97M-V def2-TZVPD def2/J DEFGRID3
* xyz 0 1
O 4.26 1.38 -2.66
C 3.43 0.85 -2.03
Co 1.93 0.50 -1.09
C 1.37 2.16 -0.85
O 0.97 3.24 -0.70
C 1.07 0.12 -2.62
O 0.55 0.08 -3.65
C 2.16 -0.75 0.18
C 0.90 -0.36 0.13
C -0.40 -0.14 0.60
C -1.38 -0.64 -0.46
C -2.69 -0.16 -0.42
C -3.71 -0.59 -1.26
C -3.45 -1.55 -2.27
C -2.13 -2.06 -2.40
C -1.12 -1.61 -1.50
Co 3.07 -1.67 -1.34
C 4.72 -1.49 -1.89
O 5.81 -1.42 -2.25
C 2.28 -2.25 -2.80
O 1.83 -2.74 -3.75
C 3.22 -3.20 -0.52
O 3.30 -4.19 0.04
H 2.82 -0.75 1.05
H -1.16 -0.13 1.64
H -2.89 0.57 0.34
H -4.73 -0.20 -1.17
H -4.25 -1.89 -2.98
H -1.92 -2.81 -3.22
H -0.14 -2.09 -1.60
C -1.32 2.73 4.68
N -2.47 3.29 4.32
C -2.96 3.05 3.06
N -2.35 2.23 2.16
C -1.17 1.83 2.44
C -0.63 1.98 3.73
N 0.47 1.13 3.82
C 0.63 0.52 2.67
N -0.34 0.81 1.64
H -0.98 2.91 5.72
H -3.90 3.53 2.74
H 1.32 -0.23 2.46
*
```

The relative energy (zero: lowest compared OMol25 entry of this formula, charge and spin) comes out at 2.929 eV. As for the HOMO energy: -0.282 hartree. The calculation puts the LUMO energy at -1.4 eV. As for the gap between HOMO and LUMO: 6.2 eV.

Results of the Löwdin charge analysis, in e, for atoms 1 through 4: number 1, O, carries 0.14; number 2, C, carries -0.15; number 3, Co, carries 0.09; number 4, C, carries -0.07


# C17H18AuNO2S7Sb

A molecular structure, C17H18AuNO2S7Sb (ωB97M-V/def2-TZVPD, the OMol25 dataset).

The geometry in ORCA input format:
```
! RIJCOSX wB97M-V def2-TZVPD def2/J DEFGRID3
* xyz -1 3
Au 0.24 2.37 -3.03
O 1.30 2.34 -0.98
S 0.35 2.07 0.15
C -0.60 0.54 -0.07
C -2.12 0.86 -0.25
C -3.04 -0.30 0.35
C -3.16 -1.64 -0.41
S -2.42 -3.12 0.39
O -2.79 -4.25 -0.49
C -0.67 -2.78 0.38
C 0.16 -2.81 -0.76
C 1.50 -2.67 -0.60
C 2.09 -2.43 0.64
C 1.29 -2.35 1.77
C -0.07 -2.61 1.65
C 1.43 1.39 1.38
C 2.70 0.97 1.08
C 3.56 0.60 2.13
C 3.11 0.60 3.44
C 1.80 0.94 3.68
C 0.94 1.31 2.66
H -0.34 0.04 0.84
H -0.16 -0.13 -0.81
H -2.31 1.07 -1.31
H -2.40 1.74 0.35
H -3.99 0.18 0.55
H -2.64 -0.51 1.36
H -2.85 -1.66 -1.41
H -4.25 -1.94 -0.42
H -0.24 -3.06 -1.73
H 2.13 -2.77 -1.45
H 3.15 -2.23 0.73
H 1.74 -2.05 2.70
H -0.72 -2.48 2.49
H 3.04 0.93 0.06
H 4.62 0.28 2.05
H 3.74 0.27 4.25
H 1.44 1.02 4.68
H -0.07 1.58 2.88
S -3.41 6.14 -4.80
Sb -2.46 4.26 -3.95
S -1.13 2.79 -5.12
S -0.92 4.27 -2.12
S -4.54 3.52 -3.46
S 1.22 0.35 -4.10
C 2.46 -0.11 -3.05
N 3.28 -0.50 -2.29
*
```

The relative energy (zero: lowest compared OMol25 entry of this formula, charge and spin) comes out at 0.167 eV. As for the HOMO energy (spin up / spin down): -0.172 / -0.214 hartree. The calculation puts the LUMO energy (spin up / spin down) at 2.1 / 0.4 eV. As for the gap between HOMO and LUMO (spin up / spin down): 6.8 / 6.3 eV.

Results of the Löwdin charge analysis, in e, for atoms 1 through 4: number 1, Au, carries 0.27; number 2, O, carries -0.65; number 3, S, carries 0.95; number 4, C, carries -0.32


# CH4BF

CH4BF in the gas phase (ωB97M-V/def2-TZVPD, the OMol25 dataset).

The geometry in ORCA input format:
```
! RIJCOSX wB97M-V def2-TZVPD def2/J DEFGRID3
* xyz 0 1
B -0.49 -0.58 -0.07
C 0.85 0.44 -0.01
F 2.00 -0.27 0.22
H 0.04 -1.66 -0.36
H 1.10 1.39 0.66
H 0.85 0.90 -1.13
H -1.69 -0.39 0.24
*
```

The relative energy (zero: lowest compared OMol25 entry of this formula, charge and spin) comes out at 0.743 eV. As for the HOMO energy: -0.407 hartree. The calculation puts the LUMO energy at -0.1 eV. As for the gap between HOMO and LUMO: 11.0 eV. Its SMILES is BCF.

Results of the Löwdin charge analysis, in e, for atoms 1 through 4: number 1, B, carries 0.10; number 2, C, carries -0.28; number 3, F, carries -0.13; number 4, H, carries 0.03


# C2H6S

2 unconnected molecules or ions with the total composition C2H6S (ωB97M-V/def2-TZVPD, the OMol25 dataset).

The geometry in ORCA input format:
```
! RIJCOSX wB97M-V def2-TZVPD def2/J DEFGRID3
* xyz 0 1
S 0.61 -2.73 0.05
H 0.64 -1.39 -0.05
H -0.39 -2.80 -0.83
C -0.85 2.77 -0.58
C -0.44 3.23 0.60
H -1.88 2.69 -0.90
H -0.17 2.72 -1.43
H -1.16 3.84 1.13
H 0.60 3.10 0.88
*
```

The relative energy (zero: lowest compared OMol25 entry of this formula, charge and spin) comes out at 1.470 eV. As for the HOMO energy: -0.358 hartree. The calculation puts the LUMO energy at 0.9 eV. As for the gap between HOMO and LUMO: 10.6 eV. Its SMILES is C=C.S.

Results of the Löwdin charge analysis, in e, for atoms 1 through 4: number 1, S, carries 0.46; number 2, H, carries -0.23; number 3, H, carries -0.23; number 4, C, carries -0.09


# C16H21N3O3S2

A molecular structure, C16H21N3O3S2 (ωB97M-V/def2-TZVPD, the OMol25 dataset).

The geometry in ORCA input format:
```
! RIJCOSX wB97M-V def2-TZVPD def2/J DEFGRID3
* xyz 0 1
C 0.99 -4.36 -4.94
C 2.23 -4.06 -4.19
C 2.16 -3.23 -2.87
C 1.38 -3.92 -1.88
H 0.17 -4.12 -2.24
H 1.91 -4.88 -1.79
C 1.54 -3.01 -0.81
C 0.65 -1.92 -0.80
N -0.58 -1.83 -0.98
N -1.02 -0.45 -1.20
C 0.09 0.27 -1.11
N -0.22 1.56 -1.38
C -1.48 2.56 -1.11
O -1.14 3.72 -1.06
C -2.55 1.74 -0.40
H -3.24 2.45 -0.52
H -2.66 0.94 -0.90
S -1.87 1.68 1.28
O -2.86 0.76 2.19
O -0.40 1.28 1.35
C -2.15 3.26 2.01
C -1.11 3.33 3.24
C 0.08 3.86 3.39
C 0.88 3.89 4.45
C 0.06 3.08 5.82
C -1.14 2.80 5.69
C -1.96 2.89 4.32
H -2.79 2.30 4.55
H -1.45 2.35 6.39
H 0.76 3.36 6.54
H 1.72 4.20 4.61
H 0.28 4.24 2.42
H -3.13 3.49 2.21
H -1.78 4.04 1.17
H 0.59 2.27 -1.70
S 1.68 -0.32 -0.78
H 0.82 -3.73 0.25
H 2.71 -2.75 -0.38
H 1.69 -2.38 -3.31
H 3.35 -3.10 -2.74
H 2.81 -4.93 -4.05
H 3.20 -3.67 -5.12
H 0.32 -5.05 -4.41
H 0.39 -3.46 -5.33
H 1.09 -5.14 -5.89
*
```

The relative energy (zero: lowest compared OMol25 entry of this formula, charge and spin) comes out at 19.247 eV. As for the HOMO energy: -0.313 hartree. The calculation puts the LUMO energy at -0.3 eV. As for the gap between HOMO and LUMO: 8.2 eV.

Results of the Löwdin charge analysis, in e, for atoms 1 through 4: number 1, C, carries -0.18; number 2, C, carries -0.33; number 3, C, carries -0.29; number 4, C, carries -0.31


# C3H7NO2

3 unconnected molecules or ions with the total composition C3H7NO2 (ωB97M-V/def2-TZVPD, the OMol25 dataset).

The geometry in ORCA input format:
```
! RIJCOSX wB97M-V def2-TZVPD def2/J DEFGRID3
* xyz 0 1
O 0.86 1.49 0.94
C 0.75 1.19 -0.24
C -0.47 -1.66 0.15
N 0.74 -1.80 -0.40
C -0.71 -1.00 1.34
O -0.51 2.26 -1.59
H 0.04 0.46 -0.63
H 1.44 -1.80 0.34
H 1.52 1.48 -0.96
H -1.29 -2.17 -0.36
H 0.07 -0.51 1.91
H -1.72 -0.86 1.71
H -0.73 2.93 -2.22
*
```

The relative energy (zero: lowest compared OMol25 entry of this formula, charge and spin) comes out at 9.298 eV. As for the HOMO energy: -0.296 hartree. The calculation puts the LUMO energy at -4.4 eV. As for the gap between HOMO and LUMO: 3.7 eV.

Results of the Löwdin charge analysis, in e, for atoms 1 through 4: number 1, O, carries 0.02; number 2, C, carries -0.23; number 3, C, carries -0.28; number 4, N, carries 0.18


Largest force on an atom? In order: 3.1 0.4 4.0 4.5 4.6 8.8 2.2 2.7 1.3 14.7 1.7 eV Å⁻¹.